# 1
The following is a quantum chemistry calculation of a 5-piece molecular cluster, C42H109N12O6P4S overall in a non-equilibrium geometry, from the Open Molecules 2025 dataset.

Values from the calculation:
* spin multiplicity: 1
* LUMO: -1.874 eV
* gap between HOMO and LUMO: 7.7 eV
* maximum force: 6.70 eV/A
* net charge: +1

Each line ends with the Löwdin charge.
Element x y z (Å)
C: -3.6028 3.6791 4.9971  -0.109
C: -3.5989 2.1679 4.7956  -0.251
C: -2.3280 1.4435 5.2765  -0.186
C: -1.3215 1.0832 4.1345  -0.199
C: 0.0476 1.7476 4.3456  -0.201
C: -0.0619 3.2748 4.3490  -0.204
C: 1.2753 4.0020 4.0692  -0.178
C: 1.1847 4.9153 2.8385  -0.220
C: 0.7673 4.0082 1.6645  -0.363
S: 1.0232 4.7804 0.0474  1.195
C: 1.3242 3.3949 -1.0767  -0.334
C: 1.4039 3.8342 -2.5472  -0.221
C: 0.7131 2.8564 -3.5028  -0.224
C: 0.9670 1.3864 -3.1203  -0.082
C: -0.5835 5.5223 -0.3459  -0.270
C: -1.5993 4.5637 -0.9625  -0.187
O: -1.9339 3.5158 -0.0489  -0.014
C: -2.1797 2.3128 -0.6543  -0.468
O: -2.5011 2.1792 -1.8146  0.124
C: -2.0894 1.1048 0.2507  -0.115
C: -0.6539 0.7245 0.6562  -0.062
H: -4.5137 4.1047 4.5696  0.069
H: -2.7481 4.1907 4.5524  0.047
H: -3.6078 3.9425 6.0567  0.078
H: -3.8083 1.8819 3.7617  0.094
H: -4.4362 1.7710 5.3770  0.103
H: -2.6078 0.5009 5.7478  0.106
H: -1.7636 2.0033 6.0248  0.100
H: -1.7286 1.3408 3.1495  0.073
H: -1.2179 -0.0080 4.1367  0.086
H: 0.3992 1.3856 5.3164  0.121
H: 0.7488 1.3673 3.5942  0.102
H: -0.3931 3.5763 5.3432  0.110
H: -0.8666 3.5501 3.6632  0.090
H: 1.6001 4.5470 4.9521  0.117
H: 2.0113 3.2375 3.8026  0.108
H: 0.4444 5.7066 2.9723  0.120
H: 2.1591 5.3421 2.5916  0.110
H: -0.2923 3.7828 1.7532  0.076
H: 1.3613 3.0938 1.6803  0.100
H: 2.2313 2.8996 -0.7238  0.099
H: 0.5206 2.6736 -0.9219  0.065
H: 2.4494 3.9166 -2.8493  0.123
H: 0.9736 4.8384 -2.6249  0.099
H: 0.9395 3.0500 -4.5494  0.113
H: -0.3690 3.0041 -3.4057  0.088
H: 0.2046 1.1163 -2.3846  0.051
H: 1.9214 1.2618 -2.5933  0.047
H: 0.8977 0.7116 -3.9684  0.082
H: -0.3911 6.3623 -1.0111  0.107
H: -0.9430 5.9374 0.5984  0.113
H: -2.4940 5.1695 -1.1218  0.114
H: -1.1970 4.2085 -1.9072  0.106
H: -2.5569 0.2448 -0.2211  0.126
H: -2.6489 1.2840 1.1741  0.107
H: -0.0894 0.2524 -0.1468  0.080
H: -0.6975 0.0554 1.5159  0.071
H: -0.1271 1.6162 0.9988  0.042
O: -0.2749 -2.3770 4.0193  -0.317
P: 0.2812 -3.6886 3.5213  0.705
N: -1.2038 -4.4294 3.0352  -0.298
C: -1.5633 -5.8265 3.1535  -0.120
C: -1.9074 -3.7579 1.9449  -0.136
N: 0.8383 -4.2786 5.0728  -0.321
C: 0.1766 -5.3714 5.7675  -0.149
C: 1.0520 -3.2255 6.0686  -0.154
N: 1.3094 -4.7505 2.6930  -0.309
C: 1.2360 -4.7375 1.2290  -0.121
C: 2.1327 -5.8205 3.2242  -0.110
H: -0.9717 -6.5011 2.5159  0.081
H: -2.6087 -5.9665 2.8775  0.083
H: -1.5020 -6.1829 4.1766  0.048
H: -1.3910 -3.8562 0.9807  0.063
H: -2.0052 -2.6906 2.1610  0.062
H: -2.9185 -4.1462 1.8234  0.078
H: -0.8660 -5.1358 6.0204  0.090
H: 0.7045 -5.5930 6.6978  0.084
H: 0.2069 -6.3038 5.2052  0.058
H: 0.1123 -2.8785 6.5137  0.081
H: 1.5634 -2.3692 5.6356  0.067
H: 1.6873 -3.6047 6.8731  0.080
H: 0.4432 -5.3918 0.8555  0.071
H: 2.1683 -5.0682 0.7732  0.078
H: 1.0519 -3.7259 0.8624  0.075
H: 1.5481 -6.7338 3.3643  0.082
H: 2.6175 -5.5471 4.1560  0.080
H: 2.9438 -6.0602 2.5317  0.080
O: 1.0132 -6.5604 -1.6825  -0.313
P: 1.1017 -7.2843 -3.0000  0.710
N: 2.7787 -7.7012 -2.9546  -0.303
C: 3.7007 -7.7304 -4.0691  -0.124
C: 3.1654 -8.6110 -1.8767  -0.133
N: 0.7801 -5.8950 -4.0192  -0.320
C: 1.8144 -5.2796 -4.8335  -0.152
C: 0.0876 -4.8025 -3.3337  -0.155
N: 0.6686 -8.3529 -4.2463  -0.311
C: 0.7896 -9.7843 -3.9651  -0.119
C: 0.3660 -8.0571 -5.6344  -0.111
H: 3.4856 -8.5113 -4.8149  0.080
H: 4.7144 -7.9081 -3.7092  0.082
H: 3.7577 -6.7758 -4.5831  0.047
H: 2.7816 -9.6288 -2.0210  0.064
H: 2.7828 -8.2470 -0.9207  0.069
H: 4.2489 -8.6734 -1.7770  0.078
H: 2.6415 -4.8817 -4.2287  0.086
H: 1.3913 -4.4517 -5.4077  0.082
H: 2.2151 -5.9588 -5.5848  0.058
H: 0.7655 -4.2122 -2.7044  0.076
H: -0.7212 -5.1754 -2.7105  0.070
H: -0.3597 -4.1312 -4.0717  0.079
H: 1.8038 -10.1512 -4.1565  0.078
H: 0.1066 -10.3691 -4.5802  0.081
H: 0.5351 -9.9982 -2.9266  0.080
H: 1.2807 -7.9736 -6.2283  0.081
H: -0.2285 -7.1561 -5.7457  0.081
H: -0.2326 -8.8577 -6.0759  0.081
O: -5.4723 7.9522 0.3371  -0.303
P: -6.1729 6.6974 -0.1124  0.700
N: -6.0906 6.9577 -1.8219  -0.299
C: -7.0965 6.6150 -2.8046  -0.119
C: -4.7448 6.9977 -2.3820  -0.142
N: -7.7379 7.0647 0.5662  -0.323
C: -8.8768 7.4156 -0.2690  -0.147
C: -7.7003 8.0483 1.6535  -0.148
N: -6.5460 5.0394 -0.1920  -0.308
C: -5.5191 4.1743 -0.7638  -0.120
C: -7.8109 4.3718 0.0531  -0.108
H: -7.2514 5.5326 -2.9357  0.079
H: -6.8175 7.0151 -3.7795  0.083
H: -8.0566 7.0725 -2.5872  0.051
H: -4.2520 6.0128 -2.3777  0.049
H: -4.1186 7.6855 -1.8078  0.071
H: -4.7490 7.3623 -3.4087  0.080
H: -8.7030 8.3316 -0.8490  0.091
H: -9.7581 7.5773 0.3552  0.085
H: -9.1630 6.6114 -0.9464  0.058
H: -7.5959 9.0730 1.2814  0.083
H: -6.8824 7.8480 2.3406  0.070
H: -8.6258 7.9904 2.2313  0.081
H: -5.5810 4.1283 -1.8569  0.085
H: -5.5968 3.1525 -0.3904  0.084
H: -4.5255 4.5313 -0.4869  0.054
H: -8.4520 4.4026 -0.8322  0.082
H: -8.3391 4.7883 0.9046  0.082
H: -7.6483 3.3183 0.2967  0.081
O: 4.1864 1.1012 -1.9741  -0.325
P: 5.2946 0.1436 -1.5978  0.716
N: 6.4580 1.3006 -1.0528  -0.300
C: 7.8941 1.2467 -1.2328  -0.117
C: 6.0684 2.0716 0.1254  -0.136
N: 5.6317 -0.4226 -3.2161  -0.318
C: 6.8440 -0.0494 -3.9292  -0.145
C: 4.5242 -0.2346 -4.1570  -0.149
N: 6.0372 -1.2189 -0.9143  -0.309
C: 6.1045 -1.2779 0.5472  -0.118
C: 6.7935 -2.2688 -1.5738  -0.106
H: 8.3883 0.4311 -0.6837  0.081
H: 8.3473 2.1775 -0.8917  0.084
H: 8.1762 1.1738 -2.2777  0.049
H: 6.0468 1.4682 1.0419  0.064
H: 5.0699 2.4946 -0.0143  0.057
H: 6.7427 2.9109 0.2940  0.080
H: 6.9164 1.0342 -4.0917  0.091
H: 6.8632 -0.5363 -4.9064  0.086
H: 7.7470 -0.3982 -3.4305  0.059
H: 4.4523 0.8006 -4.5117  0.083
H: 3.5726 -0.5115 -3.7093  0.063
H: 4.6679 -0.8803 -5.0264  0.082
H: 6.9810 -0.7472 0.9343  0.079
H: 6.1598 -2.3064 0.9014  0.081
H: 5.2105 -0.8418 0.9948  0.077
H: 7.8322 -1.9656 -1.7297  0.082
H: 6.3511 -2.5669 -2.5187  0.082
H: 6.8094 -3.1732 -0.9609  0.082

***

# 2
The following is a quantum chemistry calculation of a 8-piece molecular cluster, C42H114F2N18O12P6 overall in a non-equilibrium geometry, from the Open Molecules 2025 dataset.

Values from the calculation:
* SMILES: CN(C)P(=O)(N(C)C)N(C)C.CN(C)P(=O)(N(C)C)N(C)C.CN(C)P(=O)(N(C)C)N(C)C.CN(C)P(=O)(N(C)C)N(C)C.CN(C)P(=O)(N(C)C)N(C)C.CN(C)P(=O)(N(C)C)N(C)C.O=C1OC[C@@H](F)O1.O=C1OC[C@@H](F)O1
* spin multiplicity: 1
* LUMO: -0.018 eV
* gap between HOMO and LUMO: 8.0 eV
* energy relative to the best compared isomer or geometry (same formula, charge and spin): 4.4011 eV
* maximum force: 4.26 eV/A

Each line ends with the Löwdin charge.
Element x y z (Å)
C: 6.5371 -1.2304 -3.4578  -0.076
C: 6.7585 -1.7689 -4.8627  -0.357
O: 8.1174 -1.9974 -4.8236  0.155
C: 8.7509 -1.4001 -3.8295  -0.506
O: 9.9587 -1.2410 -3.6653  0.139
O: 7.8093 -0.8174 -3.0266  0.077
F: 6.4743 -0.8244 -5.7289  0.110
H: 6.2323 -2.1230 -2.9115  0.134
H: 5.7564 -0.4735 -3.3818  0.148
H: 6.1824 -2.6580 -5.1191  0.175
C: -1.0100 -0.2412 0.5270  -0.035
C: -0.4622 -1.2025 1.5587  -0.392
O: 0.9284 -0.9967 1.5449  0.151
C: 1.1676 -0.1206 0.5461  -0.570
O: 2.2391 0.4129 0.3455  0.153
O: 0.1464 -0.0635 -0.2880  0.090
F: -0.6505 -2.4446 1.2780  0.135
H: -1.2867 0.6872 1.0267  0.147
H: -1.7855 -0.7281 -0.0642  0.150
H: -0.9051 -0.9717 2.5275  0.169
O: 2.5892 -5.9910 -6.3137  -0.277
P: 1.2670 -6.5470 -6.0212  0.571
N: 0.5851 -5.7278 -4.6812  -0.300
C: 1.4631 -4.7633 -4.0424  -0.115
C: -0.8021 -5.8353 -4.2460  -0.122
N: 1.1950 -8.1540 -5.4758  -0.316
C: -0.0963 -8.8573 -5.1987  -0.105
C: 2.3904 -8.6728 -4.8077  -0.106
N: 0.1326 -6.4766 -7.3252  -0.316
C: 0.3521 -7.4426 -8.3996  -0.120
C: -0.2249 -5.1815 -7.8048  -0.142
H: 2.0040 -4.1758 -4.7843  0.073
H: 2.1212 -5.3702 -3.4206  0.074
H: 0.8719 -4.1522 -3.3603  0.075
H: -1.0973 -4.9079 -3.7551  0.070
H: -0.9228 -6.5311 -3.4157  0.069
H: -1.5174 -5.9926 -5.0532  0.074
H: -0.8708 -8.4955 -5.8749  0.065
H: -0.0427 -9.9136 -5.4620  0.077
H: -0.4336 -8.7066 -4.1732  0.068
H: 2.4445 -8.1860 -3.8339  0.075
H: 2.4122 -9.7517 -4.6544  0.081
H: 3.1660 -8.3727 -5.5123  0.073
H: 0.4235 -8.4433 -7.9733  0.065
H: -0.5580 -7.4519 -8.9994  0.084
H: 1.2592 -7.2436 -8.9701  0.087
H: -1.0193 -4.7155 -7.2218  0.073
H: -0.5614 -5.1213 -8.8398  0.085
H: 0.6535 -4.5374 -7.7623  0.079
O: 7.5906 -5.7997 4.8987  -0.283
P: 7.2228 -5.2386 3.5944  0.569
N: 7.0924 -3.5062 3.5891  -0.328
C: 7.4702 -2.8597 4.8032  -0.137
C: 6.3888 -2.7531 2.5865  -0.115
N: 5.6663 -5.7330 3.2075  -0.316
C: 4.6722 -6.2483 4.1291  -0.116
C: 5.0732 -5.4693 1.9121  -0.121
N: 8.3068 -5.5551 2.3242  -0.294
C: 8.8104 -6.9199 2.0836  -0.109
C: 8.6619 -4.6574 1.1777  -0.086
H: 6.5889 -2.4938 5.3302  0.085
H: 8.1964 -2.1145 4.4786  0.080
H: 8.0776 -3.4531 5.4866  0.074
H: 6.5211 -3.2872 1.6456  0.045
H: 6.8282 -1.7563 2.6265  0.093
H: 5.3177 -2.7447 2.7884  0.078
H: 4.9678 -6.1354 5.1721  0.075
H: 3.6671 -5.8711 3.9406  0.081
H: 4.6519 -7.3380 4.1169  0.078
H: 4.3937 -4.6301 2.0612  0.074
H: 5.8831 -5.1521 1.2552  0.051
H: 4.5652 -6.3766 1.5854  0.089
H: 8.8523 -7.4088 3.0569  0.080
H: 8.2491 -7.4010 1.2827  0.077
H: 9.7802 -6.8917 1.5869  0.069
H: 9.5606 -5.0605 0.7109  0.081
H: 8.8086 -3.6505 1.5684  0.073
H: 7.7823 -4.5721 0.5396  0.055
O: 0.8175 5.0167 -4.7380  -0.300
P: 1.7637 6.1562 -4.7124  0.620
N: 2.4781 6.6408 -3.1897  -0.301
C: 3.5890 5.8520 -2.5640  -0.103
C: 1.6662 7.3582 -2.1432  -0.094
N: 1.1932 7.6582 -5.3901  -0.285
C: -0.2793 7.5348 -5.8126  -0.089
C: 1.8965 8.9235 -5.5432  -0.134
N: 3.2079 5.9138 -5.6321  -0.304
C: 4.2167 6.9560 -5.7839  -0.136
C: 3.6197 4.6116 -6.1488  -0.124
H: 3.6346 4.8515 -2.9941  0.066
H: 3.4986 5.6392 -1.4988  0.077
H: 4.5058 6.3280 -2.9121  0.068
H: 1.8802 8.4249 -2.2107  0.066
H: 2.0048 7.0226 -1.1630  0.067
H: 0.6008 7.2007 -2.3110  0.071
H: -0.8642 7.8284 -4.9409  0.068
H: -0.5847 8.1546 -6.6556  0.071
H: -0.5099 6.5113 -6.1082  0.058
H: 1.2523 9.7553 -5.2583  0.081
H: 2.8098 8.9628 -4.9495  0.057
H: 2.2522 9.0153 -6.5694  0.072
H: 4.2786 7.6501 -4.9458  0.060
H: 5.1391 6.4558 -6.0791  0.081
H: 4.0747 7.6571 -6.6063  0.065
H: 4.3826 4.1662 -5.5103  0.073
H: 4.0275 4.6806 -7.1573  0.078
H: 2.7637 3.9377 -6.1832  0.072
O: 1.1745 6.1424 4.5721  -0.303
P: 0.8296 5.2832 5.7700  0.592
N: 1.1260 5.9771 7.2601  -0.305
C: 0.8426 5.4149 8.5552  -0.131
C: 1.9304 7.1845 7.3393  -0.112
N: 1.6322 3.7903 5.8098  -0.312
C: 2.9285 3.7299 5.1340  -0.113
C: 1.3217 2.6392 6.6947  -0.114
N: -0.8408 4.8317 5.8735  -0.316
C: -1.4257 3.7518 5.1442  -0.138
C: -1.7781 5.9500 6.1660  -0.102
H: 1.5357 4.6235 8.8406  0.070
H: -0.1177 4.9087 8.6528  0.073
H: 0.9466 6.1166 9.3827  0.079
H: 1.9808 7.6436 8.3266  0.078
H: 1.5398 7.9170 6.6329  0.077
H: 2.9569 6.9721 7.0404  0.076
H: 3.3024 2.7063 5.1108  0.083
H: 2.8313 4.0729 4.1040  0.072
H: 3.6346 4.4524 5.5431  0.075
H: 0.3896 2.7991 7.2367  0.069
H: 1.2050 1.7452 6.0821  0.074
H: 2.1549 2.4489 7.3712  0.078
H: -2.2599 3.2330 5.6164  0.084
H: -1.7349 4.1651 4.1842  0.084
H: -0.6017 3.0597 4.9701  0.061
H: -1.5814 6.3745 7.1505  0.064
H: -2.8138 5.6449 6.3155  0.078
H: -1.6707 6.6808 5.3644  0.081
O: -4.9961 -0.7631 3.8614  -0.299
P: -5.9063 -1.2618 4.9193  0.572
N: -5.0868 -2.0696 6.2058  -0.281
C: -4.0297 -1.2514 6.8331  -0.142
C: -4.5609 -3.4691 5.9225  -0.081
N: -7.0366 -2.3939 4.4044  -0.332
C: -8.0537 -2.9887 5.2519  -0.100
C: -6.7817 -3.1564 3.2076  -0.121
N: -6.8926 -0.0213 5.6162  -0.296
C: -7.3704 -0.0720 6.9831  -0.135
C: -7.4625 0.9745 4.6926  -0.105
H: -3.0569 -1.2422 6.3415  0.077
H: -3.7903 -1.6383 7.8236  0.076
H: -4.3722 -0.2259 6.9718  0.068
H: -5.3703 -4.1169 5.5859  0.058
H: -4.0479 -3.8326 6.8129  0.080
H: -3.8125 -3.4137 5.1319  0.078
H: -8.7338 -3.4930 4.5655  0.079
H: -7.6488 -3.6800 5.9910  0.080
H: -8.5864 -2.1351 5.6710  0.070
H: -6.4406 -2.4263 2.4736  0.075
H: -6.0046 -3.9021 3.3752  0.073
H: -7.7154 -3.5739 2.8307  0.082
H: -7.6293 -1.0992 7.2396  0.052
H: -6.6054 0.0511 7.7497  0.066
H: -8.2860 0.5001 7.1332  0.087
H: -6.7364 1.5259 4.0953  0.072
H: -8.0905 1.6796 5.2371  0.078
H: -8.0622 0.4722 3.9336  0.070
O: -7.9475 2.5693 -4.9467  -0.293
P: -7.0470 2.4551 -3.7858  0.565
N: -7.9728 1.7451 -2.5149  -0.321
C: -7.5154 1.6303 -1.1692  -0.150
C: -9.3056 1.0935 -2.7401  -0.091
N: -6.4174 3.9207 -3.1348  -0.319
C: -6.9192 5.2030 -3.6221  -0.102
C: -5.3682 3.9901 -2.1430  -0.125
N: -5.7194 1.4436 -3.8988  -0.302
C: -5.9434 -0.0187 -4.1302  -0.084
C: -4.5672 1.9083 -4.6375  -0.140
H: -6.4819 1.2995 -1.2721  0.065
H: -7.9669 0.8088 -0.6131  0.078
H: -7.7183 2.6079 -0.7318  0.086
H: -9.5904 1.0669 -3.7919  0.068
H: -10.0595 1.6963 -2.2337  0.073
H: -9.2632 0.1042 -2.2844  0.068
H: -7.8543 4.9839 -4.1375  0.068
H: -7.1320 5.7504 -2.7039  0.082
H: -6.3164 5.6538 -4.4105  0.083
H: -4.4435 4.2213 -2.6716  0.078
H: -5.5988 4.8441 -1.5061  0.077
H: -5.3115 3.1257 -1.4814  0.065
H: -6.3689 -0.4183 -3.2098  0.064
H: -6.7399 -0.2084 -4.8497  0.083
H: -5.0369 -0.6027 -4.2893  0.084
H: -4.7290 1.5372 -5.6495  0.079
H: -3.5872 1.5092 -4.3757  0.084
H: -4.4560 2.9790 -4.8090  0.078